# 1
Entry from the Open Molecules 2025 dataset: a 5-piece molecular cluster, C19H30FN6O2S overall at a distorted geometry (wB97M-V/def2-TZVPD).

The spin multiplicity is 1. The calculation puts the strongest force on any atom at 6.711 eV Å⁻¹. Its electronic energy is -46774.8770 eV. As for the net charge: -1.

Geometry as XYZ:
```
59
C19H30FN6O2S wB97M-V/def2-TZVPD
O 1.386 -2.633 3.141
C 0.678 -3.149 2.219
O 0.975 -2.974 0.879
C -0.626 -3.987 2.712
N -1.746 -2.999 2.854
C -2.743 -3.502 2.191
S -4.221 -3.633 1.408
N -0.935 -5.159 1.835
F -0.409 -6.257 2.528
H -0.427 -4.410 3.763
H -0.321 -5.111 0.991
C 3.726 -0.863 2.166
C 5.239 -0.952 1.998
C 5.996 0.064 2.859
C 5.597 1.461 2.476
N 5.285 2.560 2.176
H 3.341 0.109 1.845
H 3.230 -1.623 1.558
H 3.436 -1.021 3.208
H 5.489 -0.803 0.942
H 5.567 -1.961 2.267
H 7.074 -0.049 2.715
H 5.776 -0.093 3.918
C -2.131 -0.385 0.170
C -1.859 -0.263 -1.325
C -3.140 -0.248 -2.165
C -3.898 -1.527 -1.959
N -4.489 -2.536 -1.797
H -2.631 -1.326 0.414
H -1.193 -0.362 0.730
H -2.758 0.439 0.522
H -1.220 -1.094 -1.638
H -1.300 0.660 -1.511
H -2.892 -0.146 -3.225
H -3.775 0.595 -1.882
C 6.409 2.809 -0.870
C 6.679 2.944 -2.366
C 5.400 2.939 -3.206
C 4.664 1.645 -3.010
N 4.087 0.627 -2.856
H 5.927 1.858 -0.630
H 7.347 2.848 -0.311
H 5.767 3.619 -0.514
H 7.334 2.126 -2.683
H 7.220 3.878 -2.546
H 5.646 3.052 -4.265
H 4.748 3.768 -2.919
C -7.867 1.362 -2.383
C -8.418 1.725 -1.008
C -7.398 2.460 -0.134
C -6.196 1.589 0.090
N -5.253 0.901 0.265
H -7.021 0.674 -2.310
H -8.636 0.866 -2.981
H -7.540 2.255 -2.923
H -8.747 0.811 -0.505
H -9.301 2.358 -1.134
H -7.843 2.710 0.833
H -7.082 3.391 -0.613
```

Atomic partial charges in e from the Löwdin method, atoms 1 to 5: O -0.086; C -0.533; O -0.196; C -0.273; N 0.093

---

# 2
Entry from the Open Molecules 2025 dataset: one molecule with the formula C19H30N4O4S (wB97M-V/def2-TZVPD).

The spin multiplicity is 1. The calculation puts the strongest force on any atom at 0.150 eV Å⁻¹. As for the energy relative to the best compared isomer or geometry (same formula, charge and spin): 20.1 kcal per mole. Its SMILES is Cc1cc(C(=O)N2CCCN(CCNC(=O)[C@@H]3CCS(=O)(=O)C3)CC2)[nH]c1C.

Geometry as XYZ:
```
58
C19H30N4O4S wB97M-V/def2-TZVPD
C -1.658 -5.326 1.435
C -2.395 -4.106 1.896
C -2.245 -2.795 1.382
C -3.083 -1.956 2.095
C -3.411 -0.515 2.200
O -4.043 -0.145 3.188
N -3.018 0.366 1.237
C -3.222 1.788 1.459
C -1.907 2.553 1.570
C -1.067 2.516 0.287
N -0.207 1.356 0.072
C 1.029 1.400 0.840
C 2.113 0.546 0.195
N 2.373 0.970 -1.170
C 3.328 1.910 -1.429
O 4.159 2.246 -0.609
C 3.281 2.496 -2.848
C 3.223 1.401 -3.939
C 4.653 0.908 -4.102
S 5.573 2.435 -4.231
O 6.904 2.295 -3.708
O 5.375 2.950 -5.564
C 4.515 3.365 -3.111
C -0.819 0.026 0.131
C -2.337 -0.007 0.013
N -3.722 -2.740 3.017
C -3.329 -4.035 2.910
C -3.880 -5.097 3.800
H -2.276 -6.222 1.512
H -1.361 -5.225 0.391
H -0.752 -5.502 2.018
H -1.562 -2.530 0.593
H -3.804 2.192 0.623
H -3.813 1.896 2.363
H -2.145 3.594 1.800
H -1.328 2.168 2.415
H -1.736 2.634 -0.572
H -0.406 3.384 0.262
H 1.383 2.433 0.868
H 0.888 1.067 1.881
H 3.040 0.641 0.756
H 1.833 -0.508 0.189
H 1.561 0.980 -1.769
H 2.375 3.106 -2.895
H 2.549 0.589 -3.674
H 2.877 1.835 -4.877
H 5.013 0.376 -3.220
H 4.843 0.326 -5.001
H 4.282 4.297 -3.622
H 5.071 3.554 -2.196
H -0.405 -0.599 -0.670
H -0.559 -0.473 1.076
H -2.654 -1.005 -0.277
H -2.678 0.662 -0.781
H -4.354 -2.338 3.691
H -3.471 -6.068 3.526
H -3.625 -4.914 4.846
H -4.967 -5.157 3.725
```

Atomic partial charges in e from the Löwdin method, atoms 1 to 5: C -0.049; C -0.233; C 0.004; C -0.160; C -0.379

---

# 3
Entry from the Open Molecules 2025 dataset: C19H31AlCl3O9 as an isolated structure at a distorted geometry (wB97M-V/def2-TZVPD).

The spin multiplicity is 1. The calculation puts the strongest force on any atom at 2.240 eV Å⁻¹. Its electronic energy is -82800.5774 eV. As for the net charge: -1.

Geometry as XYZ:
```
63
C19H31AlCl3O9 wB97M-V/def2-TZVPD
C 0.057 -1.128 3.702
C 0.001 0.362 3.320
C 0.698 0.622 1.994
Cl -0.104 -0.370 0.687
Al 0.620 2.583 1.426
C 0.242 3.845 2.955
C 2.265 3.153 0.327
Cl 1.940 4.039 -1.167
C 3.500 2.910 0.621
C 3.930 2.232 1.857
Cl 4.856 3.380 -0.408
H -0.021 -1.246 4.777
H 0.980 -1.540 3.327
H -0.761 -1.674 3.253
H -1.042 0.625 3.192
H 0.469 0.954 4.088
H 1.693 0.200 2.075
H -0.618 2.712 0.396
H 1.058 3.981 3.664
H -0.011 4.829 2.584
H -0.639 3.487 3.478
H 4.572 1.395 1.637
H 4.481 2.942 2.461
H 3.087 1.905 2.443
C -2.159 -6.121 5.841
C -1.159 -5.068 5.433
C 0.135 -5.611 4.871
O 1.075 -4.595 5.230
C 0.600 -3.967 6.337
O 1.223 -3.209 7.005
O -0.689 -4.332 6.575
H -3.080 -5.658 6.196
H -2.401 -6.771 5.000
H -1.766 -6.726 6.659
H -1.616 -4.355 4.742
H 0.111 -5.741 3.792
H 0.438 -6.550 5.342
C -0.641 3.261 -3.249
C -1.445 2.264 -2.453
C -2.054 1.157 -3.279
O -3.240 0.834 -2.537
C -3.604 1.949 -1.851
O -4.657 2.087 -1.309
O -2.628 2.878 -1.896
H -0.188 3.997 -2.585
H 0.159 2.764 -3.799
H -1.285 3.792 -3.955
H -0.852 1.865 -1.626
H -1.408 0.289 -3.365
H -2.350 1.489 -4.279
C -0.986 0.737 -7.855
C 0.236 0.504 -7.002
C 0.954 -0.799 -7.273
O 1.532 -1.103 -6.001
C 0.760 -0.513 -5.045
O 0.840 -0.728 -3.884
O -0.124 0.351 -5.620
H -1.427 1.709 -7.635
H -0.730 0.704 -8.915
H -1.747 -0.016 -7.648
H 0.921 1.353 -7.077
H 1.728 -0.710 -8.031
H 0.270 -1.607 -7.548
```

Atomic partial charges in e from the Löwdin method, atoms 1 to 5: C -0.142; C -0.359; C -0.725; Cl 0.486; Al 0.268

---

strongest force on any atom of number 1 (C19H30FN6O2S)? 6.711 eV Å⁻¹